6
Properties=species:S:1:pos:R:3:mulliken_charge:R:1 method="wB97M-V/def2-TZVPD" max_force_ev_per_a=8.16 gap_ev="7.46 / 7.36" de_lowest_kcal_mol=157.7
C -0.57552 0.41723 0.15348 -0.016
C -2.17938 0.98281 0.14745 -0.101
C 0.71532 0.25077 -0.41785 0.576
N 0.29613 -0.58889 0.59058 -0.298
O 1.58715 0.52251 -1.15679 -0.428
H 0.15630 -1.58443 0.68313 0.267

***

23
Properties=species:S:1:pos:R:3:mulliken_charge:R:1 method="wB97M-V/def2-TZVPD" charge=-2 max_force_ev_per_a=4.94 gap_ev=3.42
C 1.88968 -1.12553 -0.67914 -0.598
C 1.26023 -0.01527 -1.22950 -0.303
C -0.24353 0.00888 -1.69596 0.204
O -0.52640 1.45819 -1.76386 -0.335
S -1.70029 1.88352 -0.68097 1.056
O -1.00850 2.43070 0.49592 -0.390
O -2.76607 2.82083 -1.11346 -0.628
O -2.41258 0.37632 -0.57140 -0.375
C -1.32679 -0.58648 -0.67612 0.225
Cl -0.78012 -0.69474 1.06633 0.072
P -1.86712 -2.38818 -1.08070 0.129
S -2.51133 -3.37766 0.49557 -0.391
H 1.49057 -1.69884 0.19356 0.262
H 2.85208 -1.47248 -1.12186 0.213
H 1.82795 0.93359 -1.40559 0.319
H -0.38878 -0.28612 -2.77561 0.280
H -2.89195 -2.36135 -2.07940 0.082
H -0.75421 -3.12340 -1.59857 0.102
O 3.34375 1.73877 3.73101 -0.786
S 1.97168 1.44611 3.24688 0.993
O 1.26412 0.59446 4.23685 -0.786
O 2.04974 0.72394 1.94588 -0.595
O 1.22789 2.71473 3.06017 -0.750

***

17
Properties=species:S:1:pos:R:3:mulliken_charge:R:1 method="wB97M-V/def2-TZVPD" charge=+1 max_force_ev_per_a=3.24 gap_ev="8.55 / 6.43" de_lowest_kcal_mol=76.7
C -0.44807 1.10757 0.26542 -0.488
C -1.77310 1.08131 -0.51066 -0.696
C 0.08748 -1.26757 0.66061 -0.366
C 1.77360 0.21520 -0.20790 -0.938
N 0.33145 -0.05973 -0.14087 -0.124
S -2.98978 -0.10658 0.03621 -0.009
S 0.02105 -2.74384 -0.18959 -0.113
H 0.03326 1.99099 0.01885 0.368
H -0.48804 1.24007 1.43831 0.340
H -2.17006 2.06728 -0.41918 0.363
H -1.52153 0.91854 -1.58734 0.379
H 0.43789 -1.23041 1.63899 0.452
H 2.11220 0.32885 0.82431 0.375
H 2.23070 -0.71538 -0.56887 0.355
H 1.86633 1.01732 -0.85296 0.419
H -0.01233 -0.27944 -1.16865 0.472
H 0.50894 -3.56418 0.76333 0.212

***

50
Properties=species:S:1:pos:R:3:mulliken_charge:R:1 method="wB97M-V/def2-TZVPD" max_force_ev_per_a=0.67 gap_ev="7.01 / 9.13" spin_multiplicity=4 de_lowest_kcal_mol=0.0 s_squared=3.760
V 0.22633 -0.21605 1.08607 0.079
O -1.39018 3.60812 0.93478 -0.806
C -1.14294 2.40328 1.03017 0.055
N 0.04125 1.80716 1.12985 0.127
C 1.23113 2.60306 0.97778 -0.843
C 2.45104 1.73779 1.18864 0.342
C 3.70879 2.29724 1.37720 -0.972
C 4.80740 1.47218 1.53271 -0.243
C 4.62728 0.09636 1.50017 -0.947
C 3.35000 -0.39092 1.31459 -0.257
N 2.28399 0.40382 1.16448 0.382
C -2.27308 1.38863 1.05011 0.667
C -3.58956 1.80989 0.96612 -0.845
C -4.59667 0.86001 0.95453 -0.227
C -4.25489 -0.48219 1.02452 -0.831
C -2.91542 -0.82151 1.10464 -0.269
N -1.94214 0.08766 1.12154 0.231
H 1.28926 3.02261 -0.03704 0.401
H 1.26530 3.46480 1.65366 0.466
H 3.81289 3.37410 1.39792 0.493
H 5.79293 1.89506 1.67755 0.417
H 5.45706 -0.58644 1.61380 0.419
H 3.14729 -1.45468 1.26938 0.549
H -3.78057 2.87188 0.90357 0.518
H -5.63440 1.15951 0.88575 0.429
H -5.00809 -1.25723 1.01108 0.398
H -2.59808 -1.85649 1.14858 0.496
I 5.95161 -2.49752 -4.35875 0.080
C 4.24636 -2.21271 -3.18213 0.023
C 3.92797 -3.14590 -2.20552 -0.592
C 2.80496 -2.94511 -1.41883 -0.221
C 2.00257 -1.82781 -1.61277 0.318
C 2.32690 -0.90854 -2.60275 -0.429
C 3.45396 -1.09319 -3.38894 -0.578
C 0.82135 -1.56817 -0.72138 0.761
O 0.71457 -2.23614 0.35031 -0.696
O 0.05942 -0.60032 -0.99729 -0.688
H 4.55107 -4.01764 -2.05984 0.381
H 2.54026 -3.65109 -0.64233 0.471
H 1.68796 -0.04691 -2.74239 0.481
H 3.71222 -0.37387 -4.15382 0.374
I 0.18352 -1.88048 7.17706 0.112
C 0.07291 -0.81625 5.41640 -0.882
C -0.29521 0.50045 5.26254 -0.102
N -0.22558 0.76008 3.94503 0.025
N 0.16746 -0.30451 3.24133 0.287
C 0.35781 -1.27688 4.12071 -0.475
H -0.59108 1.24551 5.98017 0.471
H -0.36894 1.62554 3.44171 0.062
H 0.67322 -2.25459 3.79571 0.588

***

18
Properties=species:S:1:pos:R:3:mulliken_charge:R:1 method="wB97M-V/def2-TZVPD" smiles="O=C([O-])C(=O)C(F)(F)C(F)(F)C(F)(F)C(=O)O" charge=-1 max_force_ev_per_a=2.15 gap_ev=8.04 de_lowest_kcal_mol=6.0
O 4.17318 -0.08563 -0.16721 -0.708
C 2.99032 -0.16125 0.21353 0.461
O 2.53010 -1.03024 0.97199 -0.668
C 1.99526 0.91454 -0.29254 0.224
O 2.26997 2.06750 -0.49611 -0.554
C 0.51655 0.42406 -0.60211 0.997
F 0.02927 1.19868 -1.58105 -0.296
F 0.59927 -0.85105 -1.03099 -0.305
C -0.41199 0.57446 0.62073 0.403
F -0.01359 -0.11212 1.66485 -0.244
F -0.33857 1.87665 0.98656 -0.320
C -1.91267 0.30523 0.31564 0.984
F -2.53763 0.21140 1.52444 -0.310
F -2.47962 1.33135 -0.29287 -0.273
C -2.16878 -1.02417 -0.40369 0.253
O -2.76685 -1.14725 -1.43241 -0.528
O -1.61546 -2.08063 0.25149 -0.493
H -0.85875 -2.41152 -0.25028 0.377

***

55
Properties=species:S:1:pos:R:3:mulliken_charge:R:1 method="wB97M-V/def2-TZVPD" smiles="COc1ccc(CCNC(=O)COC(=O)/C=C/c2ccc(OCC#N)c(OC)c2)cc1" max_force_ev_per_a=0.91 gap_ev=8.21 de_lowest_kcal_mol=80.9
C -1.35329 -0.99761 -2.21219 -0.987
O -0.87820 -1.72137 -1.10523 -0.389
C 0.44719 -1.62590 -0.78543 0.919
C 1.39003 -0.88227 -1.48106 -0.542
C 2.71777 -0.88872 -1.08119 -0.385
C 3.13467 -1.61769 0.02103 0.608
C 4.57151 -1.69544 0.47275 -0.940
C 5.45100 -0.51513 0.06937 -1.010
N 4.86508 0.73734 0.49216 -0.044
C 4.85652 1.82495 -0.29190 0.703
O 5.42545 1.90651 -1.36007 -0.664
C 4.05043 2.99548 0.30097 -0.702
O 2.65533 2.82453 0.07691 -0.362
C 1.97658 1.99371 0.88177 0.459
O 2.48516 1.37933 1.79756 -0.753
C 0.56889 1.94449 0.49903 -0.918
C -0.26832 1.05781 1.05579 -0.112
C -1.66289 0.87576 0.72219 0.592
C -2.40881 1.83749 0.04791 -1.421
C -3.73174 1.59982 -0.28271 -0.415
C -4.32731 0.38762 0.02349 1.165
O -5.61095 0.03743 -0.28228 -0.443
C -6.40270 0.92751 -1.03301 -0.433
C -6.73896 2.15060 -0.32340 0.299
N -6.99862 3.10930 0.24046 -0.401
C -3.58274 -0.60469 0.70205 0.744
O -4.23617 -1.77031 0.93745 -0.464
C -3.49627 -2.84462 1.46862 -0.790
C -2.27888 -0.33442 1.06563 -0.340
C 2.17599 -2.34125 0.72533 -0.975
C 0.85693 -2.35421 0.33106 -0.483
H -1.20996 0.07928 -2.07765 0.353
H -2.41969 -1.21174 -2.26740 0.236
H -0.86968 -1.31998 -3.13990 0.403
H 1.11052 -0.29643 -2.34232 0.428
H 3.42421 -0.31057 -1.65644 0.408
H 4.58350 -1.78598 1.56222 0.433
H 5.02018 -2.60773 0.06716 0.387
H 5.59522 -0.46500 -1.01298 0.452
H 6.43896 -0.63127 0.53242 0.346
H 4.27070 0.72241 1.31425 0.289
H 4.24747 3.08353 1.37490 0.355
H 4.31956 3.91482 -0.22058 0.331
H 0.27583 2.63296 -0.27720 0.395
H 0.14646 0.37968 1.79157 0.398
H -1.96937 2.78949 -0.20193 0.365
H -4.29203 2.37831 -0.77716 0.284
H -5.92105 1.19257 -1.98814 0.339
H -7.33054 0.38160 -1.24024 0.340
H -4.17868 -3.69286 1.47977 0.280
H -3.16291 -2.63741 2.49064 0.354
H -2.63212 -3.07627 0.83828 0.257
H -1.69592 -1.07071 1.59306 0.277
H 2.47331 -2.91168 1.59361 0.391
H 0.12335 -2.93304 0.87096 0.386

***

21
Properties=species:S:1:pos:R:3:mulliken_charge:R:1 method="wB97M-V/def2-TZVPD" max_force_ev_per_a=0.80 gap_ev=8.77 de_lowest_kcal_mol=36.4
C 0.66475 0.99289 1.79093 -0.932
C 0.61957 0.93886 0.45847 -0.435
C -0.43419 0.43046 -0.40299 0.893
C -0.20381 0.34104 -1.71810 -0.486
N 1.00272 0.57250 -2.37319 -0.571
C -1.80459 0.14712 0.14107 -0.854
C -1.89769 -1.13157 0.97900 -1.087
H 1.49536 1.48227 2.28395 0.303
H -0.13906 0.61744 2.41759 0.225
H 1.44522 1.45707 -0.03359 0.394
H -1.01566 0.08626 -2.38550 0.350
H 1.06860 0.05292 -3.23717 0.251
H 1.85651 0.50849 -1.83647 0.286
H -2.16083 0.98410 0.74625 0.381
H -2.46610 0.01746 -0.71395 0.353
H -1.18316 -1.15156 1.80068 0.293
H -1.69285 -2.01337 0.38086 0.324
H -2.89316 -1.20099 1.42915 0.331
O 2.96793 -1.05639 -0.07121 -0.686
H 2.64237 -0.68962 0.76949 0.332
H 2.12806 -1.38539 -0.42527 0.335